DFT (ωB97M-V with the def2-TZVPD basis set) results for 6 unconnected molecules or ions with the total composition C27H62N9O6Si.

The value obtained for the LUMO energy is -1.90 eV. The net charge is +1. The HOMO energy comes out at -11.0 eV. For the gap between HOMO and LUMO, the calculation gives 0.335 Eh.

Each line ends with the Mulliken charge.
Positions of all 105 atoms, in Å:
C 2.01547 -1.79312 -0.84528  -1.43
C 2.11480 -0.25787 -0.81195  -0.24
C 0.81445 0.30395 -1.35968  -0.82
C 0.81713 1.84169 -1.55051  0.23
C 1.08575 2.60052 -0.26268  -1.57
N -0.50707 2.18371 -2.13391  0.38
C -0.68150 2.52986 -3.39927  -0.02
N -1.98666 2.72873 -3.63101  -0.58
C -2.61524 2.50568 -2.48847  0.56
N -3.92531 2.55530 -2.27708  -0.02
C -4.83722 2.85199 -3.36601  -0.55
C -6.10340 3.50427 -2.84071  -0.43
O -6.49079 2.93484 -1.60242  -0.57
Si -7.51732 1.58705 -1.65063  0.50
C -6.87971 0.42442 -0.30350  -0.78
C -9.28945 2.03233 -1.18116  -1.07
C -7.61221 0.75031 -3.32500  -1.08
N -1.69541 2.17288 -1.51776  -0.27
H 1.80954 -2.13702 -1.85843  0.34
H 1.16168 -2.12773 -0.25566  0.28
H 2.92308 -2.25303 -0.46519  0.48
H 2.94721 0.03872 -1.44833  0.32
H 2.24933 0.02999 0.22698  0.36
H -0.04293 0.07886 -0.71830  0.32
H 0.57712 -0.10667 -2.34414  0.44
H 1.57779 2.12494 -2.27189  0.10
H 1.34985 3.63602 -0.45903  0.37
H 1.96729 2.17694 0.20510  0.54
H 0.26095 2.55643 0.44955  0.32
H 0.13242 2.61714 -4.09333  0.41
H -4.27079 2.32992 -1.35902  0.15
H -5.11348 1.90231 -3.83195  0.12
H -4.39198 3.44603 -4.15670  0.45
H -6.89333 3.51149 -3.59145  0.31
H -5.88256 4.55957 -2.65160  0.44
H -5.82834 0.67460 -0.14198  0.22
H -7.39079 0.69065 0.62161  0.37
H -6.99878 -0.62005 -0.57201  0.12
H -9.79575 1.08470 -0.99773  0.30
H -9.75937 2.49028 -2.05205  0.30
H -9.31094 2.68061 -0.30992  0.31
H -6.65734 0.37062 -3.68319  0.30
H -8.26083 -0.11995 -3.20928  0.40
H -8.08800 1.37075 -4.08540  0.38
H -1.82840 1.94591 -0.54710  0.26
C -3.46963 -2.55926 -2.07179  -0.99
C -4.97520 -2.60542 -1.99152  0.64
O -5.68578 -1.88925 -2.68761  -0.67
N -5.52127 -3.47630 -1.10892  -0.11
C -4.82530 -4.38838 -0.21565  -0.60
H -3.18156 -1.82030 -2.81610  0.38
H -3.04474 -2.27473 -1.11035  0.29
H -3.07115 -3.52456 -2.36674  0.17
H -6.52889 -3.46512 -1.09721  0.25
H -5.12667 -5.41359 -0.43862  0.28
H -5.09631 -4.16183 0.81680  0.29
H -3.74735 -4.30432 -0.32591  0.13
C 3.74479 5.34622 2.67300  -1.13
C 3.85118 4.99991 1.21139  0.82
O 3.64461 3.86676 0.78859  -0.67
N 4.19047 5.99808 0.35759  -0.14
C 4.47143 7.38793 0.67672  -0.85
H 3.46980 4.45672 3.23094  0.31
H 4.69988 5.70928 3.05286  0.16
H 2.97757 6.10559 2.82776  0.36
H 4.24795 5.70665 -0.60502  0.23
H 3.77273 8.03266 0.14172  0.29
H 5.48609 7.63480 0.36145  0.28
H 4.37865 7.57372 1.74081  0.33
C 7.94951 7.41772 4.66420  -1.36
C 7.10168 6.23394 5.06434  0.82
O 5.88386 6.30626 5.14700  -0.67
N 7.74158 5.06798 5.33517  -0.16
C 9.16784 4.79687 5.29132  -0.82
H 7.30032 8.26865 4.48293  0.30
H 8.64684 7.67502 5.46176  0.41
H 8.50388 7.19925 3.75058  0.36
H 7.12012 4.31914 5.59667  0.23
H 9.36456 3.99841 4.57438  0.28
H 9.50699 4.47330 6.27626  0.29
H 9.72796 5.67767 4.99891  0.32
C 0.59624 -5.52895 -0.27837  -1.40
C -0.71566 -5.32514 -0.99036  0.62
O -1.38197 -4.29983 -0.86626  -0.61
N -1.15389 -6.32893 -1.79181  -0.10
C -0.50743 -7.60210 -2.05819  -0.89
H 0.81425 -4.65133 0.32027  0.33
H 0.54424 -6.38955 0.37983  0.50
H 1.40252 -5.66826 -0.99658  0.38
H -2.03532 -6.13756 -2.24090  0.21
H -0.31045 -7.69340 -3.12730  0.29
H -1.16735 -8.41583 -1.75381  0.30
H 0.42910 -7.68687 -1.51856  0.34
C 4.99392 -6.96634 1.79317  -1.39
C 3.49173 -7.07377 1.89232  0.75
O 2.74547 -6.40972 1.18431  -0.53
N 2.98534 -7.94150 2.80369  -0.16
C 3.71159 -8.80382 3.72026  -0.85
H 5.24377 -6.23877 1.02745  0.26
H 5.41610 -6.63401 2.74197  0.39
H 5.42805 -7.92757 1.51658  0.38
H 1.97838 -7.96638 2.82181  0.22
H 3.44669 -9.84421 3.52771  0.28
H 3.43625 -8.55722 4.74643  0.29
H 4.78308 -8.68703 3.60604  0.34